Record 1
Below is C16H29NP2PtS3 as an isolated structure at a distorted geometry, with properties calculated with ωB97M-V/def2-TZVPD.

Values from the calculation:
LUMO energy: 0.156 eV
Strongest force on any atom: 1.265 eV Å⁻¹
Total energy: -72883.3048 eV
Kohn-Sham gap: 6.36 eV

The geometry in ORCA input format:
```
! wB97M-V def2-TZVPD RIJCOSX def2/J DEFGRID3
* xyz 0 1
Pt -0.079 -0.283 -0.939
C 0.450 2.962 0.951
P -0.044 2.020 -0.532
C -1.519 2.928 -1.086
C 1.237 2.661 -1.688
C 1.168 1.956 -3.033
P 1.439 0.164 -2.767
C 1.019 -0.487 -4.418
C 3.269 0.112 -2.823
H 0.590 4.012 0.689
H 1.381 2.552 1.341
H -0.313 2.884 1.726
H -1.275 3.965 -1.317
H -2.276 2.896 -0.298
H -1.937 2.426 -1.959
H 2.205 2.481 -1.210
H 1.119 3.742 -1.799
H 1.909 2.359 -3.732
H 0.180 2.074 -3.483
H 1.519 0.079 -5.209
H -0.062 -0.436 -4.545
H 1.310 -1.537 -4.480
H 3.638 0.565 -3.746
H 3.602 -0.926 -2.770
H 3.683 0.646 -1.965
S -3.693 -3.027 -1.711
C -2.440 -1.948 -1.683
S -0.795 -2.378 -1.925
S -2.626 -0.277 -1.336
C -2.451 -1.374 3.833
N -2.444 -1.086 2.373
C -2.070 0.341 2.151
C -1.569 -2.091 1.605
C -0.094 -1.928 1.821
C 0.509 -2.559 2.919
C 1.872 -2.450 3.140
C 2.639 -1.734 2.227
C 2.039 -1.147 1.115
C 0.650 -1.208 0.870
H -3.099 -0.667 4.341
H -1.438 -1.271 4.203
H -2.801 -2.387 4.009
H -3.384 -1.214 2.002
H -1.048 0.486 2.488
H -2.760 0.973 2.713
H -2.129 0.549 1.092
H -1.785 -1.963 0.552
H -1.925 -3.068 1.930
H -0.092 -3.159 3.600
H 2.331 -2.937 3.995
H 3.714 -1.659 2.366
H 2.675 -0.633 0.405
*
```

Atom charges from the natural (NBO) analysis, given in e for atoms 1 to 8: Pt 0.37; C -0.96; P 1.04; C -0.98; C -0.73; C -0.73; P 0.92; C -0.95

***

Record 2
Below is a 12-piece molecular cluster, C62H65N7O29 overall at a distorted geometry, with properties calculated with ωB97M-V/def2-TZVPD.

Values from the calculation:
LUMO energy: -0.704 eV
Strongest force on any atom: 4.662 eV Å⁻¹
Total energy: -135136.6737 eV
Kohn-Sham gap: 8.96 eV
SMILES string: O=[N+]([O-])c1ccccc1.O=[N+]([O-])c1ccccc1.O=[N+]([O-])c1ccccc1.O=[N+]([O-])c1ccccc1.O=[N+]([O-])c1ccccc1.O=[N+]([O-])c1ccccc1.O=[N+]([O-])c1ccccc1.C[C@H]1COC(=O)O1.C[C@H]1COC(=O)O1.C[C@H]1COC(=O)O1.C[C@H]1COC(=O)O1.C[C@H]1COC(=O)O1

The geometry in ORCA input format:
```
! wB97M-V def2-TZVPD RIJCOSX def2/J DEFGRID3
* xyz 0 1
C 4.941 -0.428 1.104
C 4.850 -1.295 -0.158
C 3.514 -1.149 -0.947
O 3.986 -0.994 -2.263
C 5.248 -0.683 -2.286
O 5.810 -0.353 -3.296
O 5.832 -0.795 -1.060
H 5.956 -0.448 1.367
H 4.240 -0.814 1.893
H 4.661 0.566 0.804
H 5.025 -2.343 0.088
H 2.999 -0.241 -0.697
H 2.819 -1.991 -0.859
C -4.067 -2.370 6.502
C -3.218 -2.515 5.251
C -2.908 -3.922 4.858
O -3.127 -4.012 3.362
C -3.886 -2.848 3.117
O -4.213 -2.632 1.992
O -4.003 -2.034 4.135
H -4.995 -3.010 6.398
H -4.325 -1.288 6.551
H -3.649 -2.748 7.452
H -2.338 -1.877 5.339
H -3.667 -4.521 5.357
H -1.931 -4.206 5.187
C -3.449 1.788 -5.309
C -2.114 1.522 -5.994
C -1.708 2.533 -7.062
O -0.331 2.899 -6.813
C 0.007 2.428 -5.616
O 1.090 2.611 -5.098
O -0.965 1.640 -5.080
H -3.633 0.973 -4.634
H -4.325 1.965 -5.927
H -3.211 2.687 -4.746
H -1.945 0.511 -6.411
H -2.242 3.510 -6.964
H -1.843 2.208 -8.093
C -2.189 3.529 5.343
C -2.520 2.253 6.066
C -2.243 1.047 5.163
O -0.993 0.595 5.439
C -0.654 0.980 6.683
O 0.218 0.634 7.367
O -1.587 1.948 7.057
H -2.150 4.364 5.984
H -3.029 3.719 4.633
H -1.283 3.435 4.736
H -3.534 2.301 6.488
H -2.271 1.422 4.136
H -2.926 0.232 5.168
C 2.509 -1.552 5.404
C 2.123 -2.793 6.174
C 2.320 -2.682 7.772
O 1.110 -3.299 8.254
C 0.176 -3.180 7.270
O -1.036 -3.380 7.454
O 0.697 -3.041 6.092
H 1.897 -0.765 5.843
H 2.353 -1.729 4.343
H 3.531 -1.305 5.658
H 2.632 -3.679 5.791
H 2.363 -1.677 8.103
H 3.137 -3.289 8.135
C 1.540 -3.650 1.007
C 0.230 -3.887 1.403
C -0.023 -4.594 2.580
C 1.110 -4.945 3.333
C 2.438 -4.658 3.049
C 2.636 -4.015 1.818
N 0.779 -5.792 4.489
O -0.359 -6.224 4.651
O 1.716 -6.169 5.139
H 1.707 -2.964 0.160
H -0.660 -3.653 0.806
H -0.985 -5.008 2.894
H 3.168 -4.954 3.794
H 3.594 -3.584 1.544
C -1.450 6.380 -4.198
C -0.443 5.509 -3.864
C -0.050 5.362 -2.524
C -0.719 6.165 -1.612
C -1.840 6.954 -1.947
C -2.167 7.100 -3.256
N -0.227 6.037 -0.201
O -0.901 6.529 0.658
O 0.758 5.369 -0.016
H -1.722 6.594 -5.221
H 0.137 4.933 -4.570
H 0.883 4.879 -2.393
H -2.337 7.514 -1.164
H -2.985 7.773 -3.533
C 4.071 6.943 -2.921
C 3.824 6.073 -3.978
C 3.685 4.757 -3.809
C 3.869 4.245 -2.511
C 4.104 5.047 -1.416
C 4.185 6.444 -1.645
N 3.839 2.824 -2.354
O 3.388 2.156 -3.225
O 4.229 2.342 -1.310
H 4.167 7.982 -3.124
H 3.713 6.397 -5.017
H 3.481 4.123 -4.668
H 4.391 4.594 -0.434
H 4.414 7.161 -0.823
C -6.035 0.442 -1.208
C -5.146 -0.194 -0.297
C -4.002 0.442 0.105
C -3.686 1.648 -0.439
C -4.506 2.334 -1.306
C -5.656 1.683 -1.769
N -2.479 2.257 0.013
O -1.905 3.027 -0.716
O -2.163 1.922 1.146
H -7.000 0.007 -1.473
H -5.303 -1.213 0.029
H -3.294 0.036 0.812
H -4.268 3.331 -1.688
H -6.180 2.174 -2.617
C -2.401 -3.373 -1.932
C -1.341 -4.167 -2.500
C -0.967 -5.333 -1.922
C -1.592 -5.736 -0.797
C -2.642 -5.058 -0.151
C -3.008 -3.770 -0.689
N -1.117 -6.936 -0.209
O -0.133 -7.528 -0.686
O -1.688 -7.385 0.738
H -2.764 -2.433 -2.454
H -0.829 -3.867 -3.441
H -0.156 -5.923 -2.342
H -3.036 -5.391 0.816
H -3.760 -3.231 -0.212
C 3.000 0.220 -5.925
C 2.259 -0.069 -4.791
C 1.965 -1.418 -4.548
C 2.298 -2.376 -5.497
C 3.072 -2.118 -6.615
C 3.411 -0.827 -6.749
N 1.916 -3.748 -5.247
O 2.288 -4.563 -6.102
O 1.359 -4.039 -4.241
H 3.316 1.269 -6.118
H 1.906 0.685 -4.155
H 1.395 -1.642 -3.646
H 3.491 -2.951 -7.251
H 3.846 -0.578 -7.670
C 0.461 1.383 -1.955
C -0.325 0.220 -1.798
C -0.346 -0.409 -0.578
C 0.286 0.184 0.495
C 1.041 1.322 0.357
C 1.132 1.915 -0.866
N 0.165 -0.401 1.790
O -0.939 -0.824 2.064
O 1.136 -0.479 2.555
H 0.626 1.902 -2.930
H -0.822 -0.147 -2.761
H -0.989 -1.302 -0.455
H 1.652 1.696 1.168
H 1.734 2.826 -0.937
*
```

Atom charges from the Löwdin analysis, given in e for atoms 1 to 8: C 0.00; C -0.29; C -0.06; O 0.07; C -0.59; O 0.15; O 0.09; H 0.07

***

Record 3
Below is an isolated molecule of C3H9N3O at a distorted geometry, with properties calculated with ωB97M-V/def2-TZVPD.

Values from the calculation:
LUMO energy: 0.933 eV
Strongest force on any atom: 1.167 eV Å⁻¹
Total energy: -9775.2702 eV
Kohn-Sham gap: 10.45 eV
SMILES string: NCCNC(N)=O

The geometry in ORCA input format:
```
! wB97M-V def2-TZVPD RIJCOSX def2/J DEFGRID3
* xyz 0 1
C -0.423 -0.074 1.148
N 0.552 -1.049 0.643
C 0.684 -1.270 -0.717
N -0.509 -1.573 -1.339
O 1.739 -1.158 -1.306
C -0.164 1.367 0.799
N -0.261 1.697 -0.656
H -1.433 -0.377 0.877
H -0.464 -0.203 2.229
H 1.459 -0.802 1.032
H -0.511 -1.557 -2.344
H -1.093 -2.276 -0.904
H 0.814 1.707 1.161
H -0.933 1.971 1.290
H 0.230 2.578 -0.758
H 0.311 1.020 -1.155
*
```

Atom charges from the natural (NBO) analysis, given in e for atoms 1 to 8: C -0.23; N -0.65; C 0.77; N -0.86; O -0.63; C -0.24; N -0.82; H 0.21

***

Record 4
Below is an isolated molecule of C5H5BrN2O2S at a distorted geometry, with properties calculated with ωB97M-V/def2-TZVPD.

Values from the calculation:
LUMO energy: -0.404 eV
Strongest force on any atom: 6.680 eV Å⁻¹
Total energy: -93215.3490 eV
Kohn-Sham gap: 8.67 eV
SMILES string: N=[S@H](=O)c1cc(Br)c[nH]c1=O

The geometry in ORCA input format:
```
! wB97M-V def2-TZVPD RIJCOSX def2/J DEFGRID3
* xyz 0 1
C 1.062 0.885 -0.166
C 1.855 -1.459 -0.085
C -0.184 0.499 0.133
C 2.094 -0.126 -0.190
C -0.546 -1.034 0.070
N -2.740 1.314 -0.870
N 0.544 -1.895 -0.035
O -1.692 -1.322 0.255
O -1.320 2.874 0.501
S -1.755 1.587 0.301
Br 3.995 0.219 -0.177
H 1.226 1.905 -0.243
H 2.562 -2.144 0.018
H -3.095 0.353 -0.838
H 0.393 -2.881 -0.257
H -2.399 1.226 1.583
*
```

Atom charges from the natural (NBO) analysis, given in e for atoms 1 to 8: C -0.19; C 0.02; C -0.32; C -0.14; C 0.64; N -1.13; N -0.57; O -0.61

***

Record 5
Below is C36H81N6NiO12 as an isolated structure at a distorted geometry, with properties calculated with ωB97M-V/def2-TZVPD.

Values from the calculation:
LUMO energy (alpha / beta): -4.714 / -4.673 eV
Strongest force on any atom: 5.092 eV Å⁻¹
Total energy: -113178.6918 eV
Kohn-Sham gap (alpha / beta): 5.37 / 5.41 eV

The geometry in ORCA input format:
```
! wB97M-V def2-TZVPD RIJCOSX def2/J DEFGRID3
* xyz 1 3
Ni -0.482 -2.224 5.422
C 3.424 -0.808 -0.118
C 2.065 -0.104 -0.318
C 2.042 0.332 -1.808
C 1.756 -0.839 -2.719
C 0.431 -1.519 -2.284
C 0.392 -2.021 -0.814
N 0.870 -0.914 0.093
O 0.623 -1.166 1.461
C 1.096 -3.430 -0.754
C -1.095 -2.343 -0.618
C 2.068 1.334 0.323
H 3.399 -0.983 0.957
H 4.342 -0.258 -0.326
H 3.435 -1.812 -0.543
H 3.032 0.719 -2.047
H 1.492 1.223 -2.112
H 2.560 -1.564 -2.588
H 1.654 -0.512 -3.753
H 0.287 -2.363 -2.959
H -0.243 -0.694 -2.516
H 1.579 -3.712 0.181
H 1.816 -3.599 -1.555
H 0.321 -4.196 -0.781
H -1.456 -2.647 0.365
H -1.342 -3.204 -1.238
H -1.677 -1.457 -0.873
H 2.950 1.949 0.141
H 2.057 1.258 1.410
H 1.184 1.908 0.046
C 4.821 -5.573 9.278
O 4.717 -4.974 8.030
C 3.658 -5.294 7.139
C 3.552 -4.274 5.877
O 2.759 -3.111 6.297
C 3.496 -2.146 7.084
C 3.047 -0.780 6.576
O 1.586 -0.571 6.581
C 1.266 0.879 6.736
H 5.666 -5.196 9.854
H 5.028 -6.639 9.185
H 3.887 -5.624 9.837
H 2.676 -5.191 7.601
H 3.888 -6.327 6.879
H 3.093 -4.754 5.013
H 4.524 -4.008 5.463
H 4.585 -2.203 7.057
H 3.349 -2.370 8.141
H 3.573 -0.550 5.650
H 3.484 -0.046 7.254
H 1.937 1.496 7.332
H 0.287 0.859 7.216
H 1.152 1.199 5.700
C -0.576 6.414 -8.783
O -0.823 6.151 -7.427
C 0.280 5.688 -6.655
C 1.329 6.711 -6.322
O 2.044 7.303 -7.448
C 2.984 8.244 -6.917
C 2.580 9.628 -7.387
O 3.651 10.440 -7.023
C 4.162 10.598 -5.670
H 0.499 6.291 -8.908
H -0.923 7.432 -8.960
H -1.147 5.705 -9.383
H 0.858 4.954 -7.217
H -0.056 5.319 -5.686
H 2.081 6.363 -5.615
H 0.927 7.572 -5.789
H 3.849 7.908 -7.488
H 3.374 8.181 -5.901
H 1.624 9.960 -6.982
H 2.540 9.701 -8.473
H 3.429 10.804 -4.890
H 4.960 11.335 -5.573
H 4.524 9.584 -5.500
C -2.095 -5.786 -6.078
O -2.440 -6.794 -5.560
N -0.737 -5.521 -6.305
C -0.509 -4.451 -7.199
C 0.454 -6.172 -5.836
H -2.806 -5.096 -6.558
H -0.065 -4.997 -8.031
H 0.299 -3.856 -6.774
H -1.207 -3.683 -7.531
H 0.949 -6.653 -6.680
H 1.072 -5.306 -5.596
H 0.539 -6.846 -4.984
C -8.796 -6.305 -2.967
O -7.776 -7.002 -2.973
N -8.935 -5.162 -2.279
C -7.892 -4.687 -1.421
C -10.327 -4.792 -1.904
H -9.709 -6.551 -3.530
H -7.008 -4.542 -2.042
H -7.709 -5.394 -0.612
H -8.015 -3.659 -1.081
H -10.370 -3.717 -1.732
H -11.205 -5.162 -2.433
H -10.509 -5.342 -0.981
C -4.376 1.114 4.433
O -3.625 0.157 4.417
N -4.590 1.903 3.330
C -5.530 2.990 3.365
C -3.973 1.759 2.036
H -5.065 1.325 5.265
H -5.053 3.875 2.944
H -5.607 3.267 4.417
H -6.424 2.941 2.744
H -3.194 2.490 1.821
H -3.458 0.799 2.012
H -4.691 1.965 1.241
C -1.817 -7.273 4.242
O -1.613 -6.070 4.623
N -1.762 -8.359 4.954
C -1.699 -9.706 4.297
C -1.593 -8.447 6.441
H -2.147 -7.493 3.215
H -0.688 -10.047 4.521
H -1.705 -9.712 3.207
H -2.459 -10.417 4.621
H -1.591 -7.517 7.010
H -2.243 -9.118 7.002
H -0.538 -8.630 6.645
C 3.614 9.204 0.524
O 3.640 9.333 -0.702
N 2.933 10.101 1.311
C 2.800 9.780 2.783
C 2.182 11.250 0.764
H 4.184 8.420 1.047
H 1.806 9.379 2.981
H 2.753 10.760 3.259
H 3.485 9.080 3.262
H 2.568 12.191 1.156
H 2.394 11.442 -0.288
H 1.094 11.297 0.731
*
```

Atom charges from the Löwdin analysis, given in e for atoms 1 to 8: Ni 0.89; C -0.02; C -0.45; C -0.18; C -0.18; C -0.14; C -0.45; N -0.03

***

Record 6
Below is C15H25N5O5Pt as an isolated structure at a distorted geometry, with properties calculated with ωB97M-V/def2-TZVPD.

Values from the calculation:
LUMO energy (alpha / beta): -0.332 / -0.617 eV
Strongest force on any atom: 4.013 eV Å⁻¹
Total energy: -36887.6274 eV
Kohn-Sham gap (alpha / beta): 5.16 / 5.85 eV

The geometry in ORCA input format:
```
! wB97M-V def2-TZVPD RIJCOSX def2/J DEFGRID3
* xyz 0 3
O -0.163 3.987 0.029
H 0.424 4.037 0.803
Pt 0.371 -0.039 -0.367
N -0.697 -0.356 -2.003
N 1.392 -1.456 -1.301
O -1.969 0.146 -2.219
O 2.654 -1.921 -0.950
C -0.224 -1.231 -2.912
C 0.992 -1.842 -2.517
C -0.952 -1.543 -4.152
C 1.856 -2.765 -3.265
H -1.728 -0.816 -4.369
H -1.413 -2.530 -4.097
H -0.260 -1.573 -4.991
H 2.588 -3.241 -2.615
H 2.402 -2.218 -4.037
H 1.258 -3.523 -3.767
H -2.058 1.053 -1.814
H 2.906 -1.546 -0.083
O -1.064 -3.190 0.205
H -1.490 -2.332 0.359
H -0.234 -2.946 -0.245
C 1.476 1.574 -1.095
H 0.949 2.502 -0.802
H 1.538 1.508 -2.181
H 2.490 1.562 -0.685
O -2.242 2.941 -1.729
H -2.352 3.754 -1.192
H -1.661 3.242 -2.455
N -0.946 -0.948 2.348
C 0.464 -0.909 2.543
C 0.990 -1.276 3.779
C 2.335 -1.008 4.024
C 3.103 -0.432 3.002
C 2.540 -0.154 1.775
N 1.237 -0.442 1.557
C -1.613 0.239 1.979
C -2.700 0.699 2.740
C -3.194 1.990 2.536
C -2.585 2.761 1.528
C -1.539 2.200 0.852
N -1.128 0.953 0.951
H -1.428 -1.400 3.133
H 0.308 -1.703 4.515
H 2.772 -1.226 4.998
H 4.147 -0.177 3.155
H 3.055 0.323 0.944
H -3.086 0.026 3.507
H -4.013 2.403 3.128
H -2.837 3.791 1.312
H -0.671 3.053 0.142
*
```

Atom charges from the natural (NBO) analysis, given in e for atoms 1 to 8: O -1.07; H 0.44; Pt 1.08; N -0.20; N -0.24; O -0.58; O -0.57; C 0.14